# 1
DFT (ωB97M-V with the def2-TZVPD basis set) results for 2 unconnected molecules or ions with the total composition C23H21F2N2 in a non-equilibrium geometry.

Element x y z (Å)
1 C -1.1959 -2.6850 2.5773
2 N -0.7604 -1.2947 2.5467
3 C -1.6092 -0.1659 2.5250
4 C -2.9524 -0.1677 2.5019
5 N -0.7613 0.9638 2.5349
6 C -1.1982 2.3542 2.5538
7 C 0.5888 0.5381 2.5676
8 C 0.5893 -0.8682 2.5751
9 C 1.7930 -1.5671 2.6044
10 C 2.9804 -0.8601 2.6248
11 C 2.9802 0.5307 2.6181
12 C 1.7927 1.2372 2.5902
13 H -0.3333 -3.3462 2.5303
14 H -1.7400 -2.8871 3.4978
15 H -1.8416 -2.8967 1.7272
16 H -3.5071 0.7442 2.4881
17 H -3.5045 -1.0812 2.5022
18 H -0.3364 3.0159 2.4965
19 H -1.8480 2.5572 1.7048
20 H -1.7393 2.5654 3.4741
21 H 1.7870 -2.6425 2.6096
22 H 3.9192 -1.3909 2.6448
23 H 3.9189 1.0618 2.6334
24 H 1.7867 2.3126 2.5844
25 F -9.3349 1.0067 3.3653
26 C -8.1006 0.8894 3.9056
27 C -7.3197 2.0142 4.1138
28 C -6.0663 1.8984 4.6577
29 C -5.5213 0.6454 5.0249
30 C -4.2110 0.6270 5.5744
31 C -3.3605 -0.3969 6.0716
32 C -2.0851 -0.0198 6.5540
33 C -1.1961 -0.9370 7.0526
34 C -1.5272 -2.2811 7.0986
35 F -0.6471 -3.1839 7.5884
36 C -2.7729 -2.6838 6.6390
37 C -3.6720 -1.7715 6.1405
38 C -6.3412 -0.4814 4.8030
39 C -7.5968 -0.3543 4.2581
40 H -7.7237 2.9732 3.8356
41 H -5.4800 2.7860 4.8137
42 H -3.7635 1.6059 5.6259
43 H -1.8083 1.0187 6.5331
44 H -0.2273 -0.6390 7.4178
45 H -3.0049 -3.7348 6.6866
46 H -4.6254 -2.1228 5.8093
47 H -5.9879 -1.4594 5.0500
48 H -8.2232 -1.2126 4.0815

Results
**HOMO-LUMO gap**: 3.60 eV
**ΔE to the lowest compared entry with this formula, charge and spin**: 88.5 kJ/mol
**Total charge**: +1

Löwdin atomic charge list, values in e, 4 entries: -0.01, -0.03, -0.29, 0.03

# 2
DFT (ωB97M-V with the def2-TZVPD basis set) results for a molecular structure, C23H21FeN2O5 in a non-equilibrium geometry.

Element x y z (Å)
1 H -3.4869 6.3415 -1.2605
2 C -2.9537 6.2622 -2.2756
3 H -3.4682 5.4301 -2.8140
4 C -3.0675 7.4907 -3.1264
5 C -2.0190 8.1446 -3.6995
6 N -0.7130 7.7231 -3.5603
7 C 0.3782 8.4817 -4.0572
8 C 1.6321 7.8769 -4.2710
9 C 2.7521 8.6369 -4.5590
10 C 2.6489 10.0451 -4.6553
11 O 3.8125 10.7276 -4.8146
12 C 3.8378 12.1558 -4.5983
13 C 1.3762 10.6496 -4.5475
14 C 0.2627 9.8656 -4.2631
15 C -0.5026 6.5457 -2.8516
16 C -1.4938 5.8883 -2.1877
17 C -1.0569 4.7394 -1.3464
18 N -2.0344 4.0587 -0.6666
19 O 0.1341 4.4643 -1.2302
20 H -4.0690 7.8814 -3.3135
21 H -2.1547 9.0466 -4.3018
22 H 1.7505 6.7981 -4.2074
23 H 3.7329 8.1813 -4.6807
24 H 4.8494 12.4493 -4.8848
25 H 3.0961 12.6707 -5.2230
26 H 3.6577 12.3890 -3.5399
27 H 1.2720 11.7282 -4.6595
28 H -0.6946 10.3658 -4.1580
29 H 0.5493 6.2539 -2.7950
30 H -3.0026 4.0669 -0.9387
31 H -1.7366 3.2505 -0.1324
32 O -7.9831 2.2289 1.0016
33 C -7.2583 2.9762 1.5118
34 Fe -5.9772 3.9721 2.1400
35 C -5.5690 2.8981 3.5275
36 O -5.2066 2.1601 4.3479
37 C -4.7356 3.0382 1.2969
38 O -3.9204 2.3415 0.8395
39 C -4.3293 5.5232 2.8991
40 C -4.0215 6.2005 1.6903
41 C -4.8554 6.1722 0.6045
42 C -6.0705 5.3815 0.6835
43 C -7.0989 5.6509 1.6634
44 C -6.8015 5.9775 2.9751
45 C -5.5924 5.5024 3.5388
46 H -3.5151 5.0299 3.4508
47 H -3.0408 6.6907 1.6180
48 H -4.7173 6.8291 -0.2648
49 H -6.4360 4.9465 -0.2581
50 H -8.1446 5.5928 1.3432
51 H -7.5876 6.3499 3.6406
52 H -5.6087 5.2854 4.6169

Results
**HOMO-LUMO gap (spin up / spin down)**: 5.13 / 4.99 eV
**Expectation value of S²**: 6.15
**Total charge**: +1
**Spin multiplicity**: 5

Löwdin atomic charge list, values in e, 4 entries: 0.10, -0.11, 0.16, 0.01

# 3
DFT (ωB97M-V with the def2-TZVPD basis set) results for a molecular structure, C23H21MnN4O5S5 in a non-equilibrium geometry.

Element x y z (Å)
1 Mn 0.1315 0.1095 0.2667
2 N -0.8988 -1.8957 2.7986
3 C -0.6606 -2.5404 1.5061
4 C -0.3290 -4.0249 1.8102
5 C -0.0996 -5.0215 -0.2781
6 C -0.3455 -3.9919 -1.3258
7 C -0.0694 -2.6810 -1.3826
8 N 0.6327 -1.8705 -0.5061
9 C -0.9459 -0.5855 3.1892
10 C -1.3696 -0.3314 4.5109
11 C -1.3921 0.9548 4.9803
12 C -1.0019 2.0028 4.1436
13 C -0.6182 1.6771 2.8653
14 N -0.5851 0.4235 2.3895
15 H -1.3061 -2.5233 3.4740
16 H -0.3724 -4.2381 2.8749
17 H 0.0119 -6.0121 -0.7186
18 H -0.8295 -4.3855 -2.2116
19 H -0.3389 -2.1665 -2.2974
20 H -1.6626 -1.1599 5.1412
21 H -1.7103 1.1501 5.9961
22 H -1.0004 3.0302 4.4727
23 H -0.3139 2.4485 2.1672
24 O -1.4820 -6.1303 1.3791
25 C -0.9869 -5.1211 0.9771
26 S -3.0751 -3.5712 0.6634
27 C -1.9912 -2.3257 0.7003
28 C 0.5728 -1.9462 0.8023
29 S 1.8472 -1.2950 1.7406
30 S 1.2089 -4.6226 0.9780
31 S -2.2893 -0.7800 0.0670
32 C 4.8733 0.2730 2.5009
33 C 4.0575 1.5263 2.6256
34 C 4.5309 2.7389 2.1406
35 C 3.7678 3.8956 2.2328
36 C 2.5220 3.8321 2.8311
37 C 2.0287 2.6304 3.3279
38 C 2.7943 1.4883 3.2167
39 S 1.5256 5.2822 2.9313
40 O 0.9074 5.3356 4.2283
41 O 2.3169 6.3815 2.4456
42 N 0.2954 4.9573 1.9087
43 C 0.3577 5.2925 0.4840
44 C 0.8860 4.1253 -0.3297
45 C -0.1614 3.0246 -0.4504
46 O -1.3500 3.2982 -0.4353
47 O 0.3334 1.8436 -0.5784
48 H 5.8994 0.4995 2.2148
49 H 4.4441 -0.3850 1.7438
50 H 4.8898 -0.2784 3.4399
51 H 5.5103 2.7814 1.6804
52 H 4.1297 4.8393 1.8559
53 H 1.0517 2.5967 3.7917
54 H 2.4049 0.5477 3.5819
55 H -0.5710 5.1783 2.3733
56 H 0.9393 6.2025 0.3202
57 H -0.6765 5.4726 0.1905
58 H 1.7818 3.6929 0.1173
59 H 1.1564 4.4640 -1.3335

Results
**HOMO-LUMO gap (spin up / spin down)**: 7.43 / 7.24 eV
**ΔE to the lowest compared entry with this formula, charge and spin**: 332.9 kJ/mol
**Expectation value of S²**: 8.76
**Total charge**: -1
**Spin multiplicity**: 6

Löwdin atomic charge list, values in e, 4 entries: 0.71, 0.08, -0.51, -0.37

# 4
DFT (ωB97M-V with the def2-TZVPD basis set) results for a molecular structure, C23H21N6O2PtS3.

Element x y z (Å)
1 Pt -0.3007 0.3068 -0.4737
2 O -2.5910 0.2950 1.8548
3 S -1.4340 -0.0819 2.6499
4 O -1.2977 0.5260 3.9392
5 N -0.1426 0.1098 1.7079
6 C 1.1568 0.1910 2.2058
7 C 1.5479 0.1961 3.5322
8 C 2.9049 0.2538 3.9013
9 C 3.9023 0.3079 2.9741
10 C 3.5575 0.3159 1.6058
11 C 4.5285 0.3695 0.5857
12 C 4.1472 0.3733 -0.7279
13 C 2.7813 0.3371 -1.0240
14 N 1.8488 0.2904 -0.0938
15 C 2.1964 0.2684 1.2241
16 C -1.6019 -1.8449 2.8697
17 C -0.4891 -2.6456 3.0988
18 C -0.6560 -4.0091 3.2787
19 C -1.9272 -4.5699 3.2340
20 C -3.0335 -3.7648 3.0120
21 C -2.8733 -2.3970 2.8291
22 H 0.8097 0.1636 4.3170
23 H 3.1401 0.2541 4.9577
24 H 4.9452 0.3475 3.2597
25 H 5.5748 0.4065 0.8630
26 H 4.8669 0.4102 -1.5328
27 H 2.4395 0.3491 -2.0511
28 H 0.5016 -2.2125 3.1348
29 H 0.2080 -4.6354 3.4568
30 H -2.0531 -5.6349 3.3782
31 H -4.0258 -4.1960 2.9896
32 H -3.7347 -1.7601 2.6773
33 N -2.4340 -0.5427 -0.6741
34 N -3.4442 0.4276 -0.8184
35 C -3.1266 1.7398 -0.7168
36 N -4.1450 2.5913 -0.6225
37 S -1.5521 2.3226 -0.8025
38 H -2.5210 -1.2222 -1.4219
39 H -2.5693 -0.9883 0.2337
40 H -4.3512 0.1387 -0.4815
41 H -5.1018 2.2854 -0.5625
42 H -3.9494 3.5679 -0.4841
43 S -0.3173 -0.7353 -5.1883
44 C -0.3891 -0.8945 -3.4826
45 N -0.0047 0.1315 -2.7906
46 C 0.4152 1.1618 -3.6241
47 C 0.9358 2.3902 -3.2076
48 C 1.3177 3.2969 -4.1708
49 C 1.1915 3.0020 -5.5361
50 C 0.6933 1.7902 -5.9614
51 C 0.3097 0.8687 -4.9878
52 H -0.7242 -1.8162 -3.0264
53 H 1.0415 2.6131 -2.1547
54 H 1.7226 4.2544 -3.8716
55 H 1.4986 3.7376 -6.2671
56 H 0.6073 1.5596 -7.0145

Results
**HOMO-LUMO gap (spin up / spin down)**: 7.46 / 6.35 eV
**ΔE to the lowest compared entry with this formula, charge and spin**: 41.1 kJ/mol
**Expectation value of S²**: 2.01
**Total charge**: +1
**Spin multiplicity**: 3

Löwdin atomic charge list, values in e, 4 entries: 0.97, -0.36, 0.60, -0.27

# 5
DFT (ωB97M-V with the def2-TZVPD basis set) results for 2 unconnected molecules or ions with the total composition C23H21NO3 in a non-equilibrium geometry.

Element x y z (Å)
1 C -1.0696 -1.2770 2.3259
2 C -0.4374 0.0086 2.5620
3 C -1.0537 1.3237 2.4715
4 N 0.8971 -0.0120 2.7899
5 O 1.4972 1.0888 2.9318
6 O 1.4818 -1.1257 2.8748
7 H -2.1510 -1.1435 2.2189
8 H -0.6947 -1.7502 1.4048
9 H -0.8913 -1.9827 3.1481
10 H -2.1359 1.2135 2.3416
11 H -0.8777 1.9289 3.3738
12 H -0.6662 1.8922 1.6115
13 C 3.2922 -5.0731 7.6264
14 O 2.0940 -4.9900 6.8290
15 C 1.5863 -3.7741 6.5091
16 C 0.3809 -3.7982 5.7710
17 C -0.2913 -2.6313 5.5067
18 C 0.2208 -1.3799 5.9343
19 C -0.5540 -0.1730 5.8226
20 C 0.0012 1.1642 5.8923
21 C -1.0404 2.0677 6.2886
22 C -0.7582 3.3634 6.6948
23 C 0.5745 3.7954 6.6556
24 C 1.5832 2.9568 6.1498
25 C 1.2972 1.6478 5.7507
26 C -2.2786 1.3172 6.3611
27 C -1.9885 -0.0592 6.0451
28 C -3.0131 -0.9937 6.1964
29 C -4.2902 -0.5620 6.5892
30 C -4.5335 0.7795 6.9349
31 C -3.5093 1.7306 6.8400
32 C 1.4770 -1.3690 6.6001
33 C 2.1567 -2.5366 6.8921
34 H 3.4524 -6.1502 7.6835
35 H 4.1384 -4.5772 7.1274
36 H 3.1418 -4.6507 8.6320
37 H -0.0015 -4.7736 5.4768
38 H -1.2259 -2.6802 4.9484
39 H -1.5775 3.9907 7.0440
40 H 0.8278 4.7985 7.0021
41 H 2.6115 3.3171 6.0888
42 H 2.0702 1.0136 5.3284
43 H -2.8125 -2.0461 6.0239
44 H -5.1078 -1.2848 6.6524
45 H -5.5249 1.0847 7.2705
46 H -3.6423 2.7744 7.1237
47 H 1.9036 -0.4260 6.9353
48 H 3.0996 -2.5052 7.4391

Results
**HOMO-LUMO gap**: 4.33 eV
**ΔE to the lowest compared entry with this formula, charge and spin**: 746.6 kJ/mol
**Total charge**: 0

Löwdin atomic charge list, values in e, 4 entries: -0.04, -0.29, -0.04, -0.39

# 6
DFT (ωB97M-V with the def2-TZVPD basis set) results for a molecular structure, C23H22As2ClCoNO10S3Se in a non-equilibrium geometry.

Element x y z (Å)
1 Co 2.6293 0.7292 -0.7315
2 Cl 5.8801 -1.9973 5.0338
3 C 5.1902 -1.0343 3.7600
4 C 4.8079 0.2786 4.0531
5 C 4.4188 1.1594 3.0261
6 C 4.3834 0.6609 1.6672
7 O 3.8611 1.3610 0.7156
8 C 4.8020 -0.6494 1.4554
9 C 4.8144 -1.1942 0.1034
10 O 4.3135 -0.7364 -0.9199
11 C 5.1489 -1.5584 2.4826
12 H 4.9080 0.5682 5.0453
13 H 4.1127 2.1355 3.2338
14 H 5.4231 -2.1233 -0.0230
15 H 5.3278 -2.6031 2.2579
16 S 1.2237 3.1424 -4.1730
17 C 1.7709 2.2398 -2.9008
18 S 2.7328 0.8240 -3.1609
19 S 1.4864 2.6962 -1.2198
20 C -3.0253 -1.8016 -5.1007
21 O -2.4647 -1.1580 -3.9728
22 C -3.0149 -1.5899 -2.7525
23 O -3.9575 -2.3137 -2.7416
24 C -2.3712 -0.9793 -1.5612
25 C -2.3879 -1.5161 -0.3444
26 As -1.3818 -0.8801 1.2045
27 C -2.7605 -1.0964 2.5340
28 C -1.6157 1.0905 0.9410
29 C -1.6141 1.6865 -0.2156
30 As -1.4824 0.7007 -2.0505
31 C -3.0278 1.4834 -3.0625
32 C -1.7429 3.1818 -0.3148
33 O -2.3563 3.7752 -1.1953
34 O -1.0294 3.8577 0.6170
35 C -0.8882 5.1721 0.1901
36 C -1.6568 1.8166 2.2836
37 O -2.6720 2.1411 2.8665
38 O -0.4491 2.0235 2.8629
39 C 0.8108 1.7703 2.2192
40 C -2.7925 -2.9705 -0.0571
41 O -3.6337 -3.3393 0.7162
42 O -1.9854 -3.7152 -0.7972
43 C -1.8784 -5.1438 -0.5456
44 H -2.2709 -1.8589 -5.8831
45 H -3.8512 -1.1822 -5.3503
46 H -3.4244 -2.8302 -4.8578
47 H -2.9873 -2.1401 2.6154
48 H -3.7213 -0.5408 2.4732
49 H -2.4200 -0.6661 3.5565
50 H -3.0416 2.5343 -3.0276
51 H -3.9253 1.0318 -2.7293
52 H -2.7949 1.1940 -4.0997
53 H -0.2136 5.6845 0.9858
54 H -1.7524 5.8328 0.1081
55 H -0.3104 5.2161 -0.7509
56 H 0.8644 0.6952 1.9102
57 H 1.4787 2.1080 2.9928
58 H 0.9531 2.4695 1.3739
59 H -2.9106 -5.6751 -0.5603
60 H -1.4547 -5.2466 0.4458
61 H -1.1539 -5.4567 -1.2989
62 Se 1.7112 -3.9219 0.7215
63 C 1.7084 -2.2417 0.0975
64 N 1.6593 -1.1005 -0.1514

Results
**HOMO-LUMO gap (spin up / spin down)**: 5.67 / 6.06 eV
**ΔE to the lowest compared entry with this formula, charge and spin**: 67.2 kJ/mol
**Expectation value of S²**: 3.76
**Total charge**: -2
**Spin multiplicity**: 4

Löwdin atomic charge list, values in e, 4 entries: 0.30, 0.60, -0.69, -0.10

# 7
DFT (ωB97M-V with the def2-TZVPD basis set) results for a molecular structure, C23H22AuN3O3S3.

Element x y z (Å)
1 Au -0.0661 -0.0823 0.5318
2 C 1.0741 6.1608 2.0879
3 O 0.6838 6.6153 0.7916
4 C 1.5695 6.3081 -0.2085
5 C 2.4110 7.2857 -0.7115
6 C 3.2764 6.9880 -1.7538
7 C 3.2825 5.7153 -2.3050
8 C 2.4215 4.7405 -1.8239
9 C 1.5710 5.0260 -0.7623
10 N 0.6414 4.0963 -0.2461
11 C 0.8385 2.7630 -0.0538
12 N 2.1165 2.3646 0.0031
13 C 2.6862 1.0780 0.1116
14 C 1.9811 -0.0990 0.3307
15 C 2.7237 -1.2789 0.4004
16 C 4.1009 -1.2887 0.2771
17 C 4.7950 -0.1024 0.0781
18 C 4.0850 1.0758 -0.0097
19 O 4.6798 2.3109 -0.1657
20 C 5.7142 2.3917 -1.1379
21 N -0.1815 1.9574 0.1134
22 C -1.4781 2.5238 -0.0780
23 C -2.2694 2.8418 1.0195
24 C -3.5144 3.4232 0.8449
25 C -3.9731 3.6908 -0.4376
26 C -3.1970 3.3621 -1.5373
27 C -1.9528 2.7697 -1.3671
28 O -1.1996 2.4994 -2.4756
29 C -0.8663 1.1230 -2.6773
30 H 0.5109 6.7490 2.8076
31 H 2.1429 6.3206 2.2435
32 H 0.8426 5.1012 2.2198
33 H 2.3723 8.2728 -0.2705
34 H 3.9370 7.7521 -2.1403
35 H 3.9401 5.4820 -3.1316
36 H 2.3918 3.7622 -2.2867
37 H -0.2997 4.4344 -0.1075
38 H 2.8139 3.0937 -0.0603
39 H 2.2197 -2.2235 0.5619
40 H 4.6417 -2.2231 0.3455
41 H 5.8732 -0.0963 0.0010
42 H 6.5937 1.8207 -0.8386
43 H 5.9824 3.4428 -1.2121
44 H 5.3598 2.0288 -2.1058
45 H -1.8918 2.6158 2.0085
46 H -4.1240 3.6596 1.7059
47 H -4.9437 4.1453 -0.5842
48 H -3.5365 3.5496 -2.5472
49 H -0.7694 0.9844 -3.7520
50 H -1.6553 0.4742 -2.2924
51 H 0.0778 0.8680 -2.1908
52 S -3.0464 -3.4150 1.0995
53 C -2.0165 -2.1916 0.8706
54 S -2.3818 -0.5063 0.5897
55 S -0.2692 -2.3175 0.9187

Results
**HOMO-LUMO gap**: 7.95 eV
**ΔE to the lowest compared entry with this formula, charge and spin**: 0.0 kJ/mol
**Total charge**: 0

Löwdin atomic charge list, values in e, 4 entries: 0.80, -0.06, -0.10, -0.25

# 8
DFT (ωB97M-V with the def2-TZVPD basis set) results for a molecular structure, C23H22Br4InN5O4S2 in a non-equilibrium geometry.

Element x y z (Å)
1 In -0.6199 -0.6907 0.4992
2 N 2.7074 2.4123 -2.0811
3 C 2.3485 1.1974 -1.5131
4 S 2.2302 -0.1431 -2.5207
5 N 2.2929 1.2369 -0.1886
6 N 1.7440 0.2534 0.4772
7 C 2.1944 0.0653 1.6800
8 C 1.8005 -1.0947 2.4303
9 C 2.4874 -1.4705 3.5959
10 C 2.2501 -2.7095 4.1480
11 C 1.3152 -3.5515 3.5518
12 C 0.6217 -3.0772 2.4534
13 N 0.8502 -1.8899 1.9159
14 H 2.5162 2.4376 -3.0683
15 H 2.3684 3.2116 -1.5644
16 H 3.0135 0.6796 2.0503
17 H 3.2089 -0.7878 4.0263
18 H 2.8021 -3.0337 5.0222
19 H 1.1324 -4.5442 3.9387
20 H -0.1446 -3.6687 1.9650
21 Br -1.6508 -4.9390 -5.0978
22 C -1.8022 -3.5025 -3.8651
23 C -2.9016 -2.6659 -3.9088
24 Br -4.2614 -2.9104 -5.2056
25 C -3.0017 -1.6303 -2.9663
26 Br -4.5210 -0.4851 -2.9313
27 C -2.0408 -1.3941 -1.9834
28 O -2.1332 -0.4250 -1.1277
29 C -0.9086 -2.2934 -1.9185
30 O -0.0199 -2.1462 -0.9868
31 C -0.8270 -3.3032 -2.8760
32 Br 0.6889 -4.4427 -2.7666
33 O -1.6743 -1.3722 3.6884
34 S -2.5766 -1.9923 2.6953
35 N -2.1793 -2.0949 1.2726
36 C -2.6036 3.1442 3.0357
37 C -3.2937 2.4641 2.0408
38 C -2.6644 1.4488 1.3291
39 C -1.3386 1.0987 1.5841
40 C -0.6717 1.7749 2.5989
41 C -1.2922 2.7892 3.3193
42 H -3.0896 3.9394 3.5916
43 H -4.3256 2.7228 1.8253
44 H -3.2134 0.9075 0.5648
45 H 0.3473 1.4971 2.8508
46 H -0.7555 3.3077 4.1082
47 C -2.3329 2.5628 -2.4646
48 C -0.8134 2.5113 -2.4275
49 O -0.2580 2.7397 -1.1475
50 C -0.5454 4.0045 -0.6016
51 C 0.4955 4.3419 0.4527
52 H -2.6790 2.2829 -3.4604
53 H -2.7076 3.5638 -2.2309
54 H -2.7317 1.8554 -1.7395
55 H -0.3958 3.2398 -3.1446
56 H -0.4726 1.5142 -2.7085
57 H -1.5436 4.0055 -0.1448
58 H -0.5295 4.7676 -1.3986
59 H 0.5684 3.5116 1.1482
60 H 0.2010 5.2451 0.9918
61 H 1.4807 4.4990 0.0114

Results
**HOMO-LUMO gap**: 5.83 eV
**ΔE to the lowest compared entry with this formula, charge and spin**: 38.1 kJ/mol
**Total charge**: -2

Löwdin atomic charge list, values in e, 4 entries: 0.76, 0.03, -0.98, 0.53

no.,calculated total energy (eV)
1,-32599.3196
2,-71783.9488
3,-125889.0307
4,-72974.3310
5,-31819.2206
6,-315852.8962
7,-71018.6406
8,-346864.1821